139
Properties=species:S:1:pos:R:3:forces:R:3 method="wB97M-V/def2-TZVPD" de_lowest_kcal_mol=151.9 smiles=COC[C@H](C)N.COC[C@H](C)N.COC[C@H](C)N.COC[C@H](C)N.COC[C@H](C)N.COC[C@H](C)N.COC[C@H](C)N.OCCO.OCCO multiplicity=1 charge=0
C -2.83877 4.20632 1.70630 0.164 0.995 -0.653
O -3.87715 4.36862 0.72698 0.624 -0.564 0.555
C -4.08585 5.74921 0.38359 -1.462 -1.682 0.773
C -5.30680 5.78376 -0.57988 1.241 1.454 -0.542
C -4.78915 5.47613 -1.97659 -0.757 -0.720 0.135
N -5.94286 7.10808 -0.60770 0.045 -0.347 0.306
H -2.70839 3.22525 2.16303 -0.724 -0.258 -0.635
H -2.94828 4.90898 2.53236 -0.291 0.201 0.150
H -1.89503 4.46484 1.22607 0.380 -0.043 -0.020
H -4.39954 6.20257 1.32389 0.278 0.702 0.100
H -3.17433 6.18105 -0.02964 -0.017 0.285 -0.092
H -6.08198 5.09340 -0.24733 0.352 -0.319 0.014
H -4.53628 4.41688 -1.93049 0.198 -0.051 -0.566
H -3.91839 6.04234 -2.30715 0.002 0.035 0.469
H -5.56623 5.66266 -2.71783 -0.135 -0.289 -0.036
H -5.39728 7.75640 -1.15736 0.128 0.144 0.050
H -5.98383 7.43867 0.34577 -0.177 0.450 0.042
C -1.23452 6.63066 -2.89679 0.185 0.026 -0.879
O -1.98192 5.53093 -3.40804 0.508 -0.118 -0.822
C -1.39506 4.22326 -3.25955 -1.551 -0.435 0.687
C -2.29941 3.10469 -3.96236 0.235 0.134 0.475
C -2.00248 1.66202 -3.44395 0.744 0.977 0.499
N -2.21462 3.17484 -5.43843 0.306 0.819 0.386
H -1.37973 6.86469 -1.84216 -0.434 -0.263 0.167
H -1.51040 7.48059 -3.52097 -0.299 0.147 0.290
H -0.15539 6.56917 -3.03750 0.200 -0.598 -0.098
H -0.34456 4.22514 -3.55029 0.050 -0.138 -0.227
H -1.50620 4.06901 -2.18626 0.555 -0.711 0.251
H -3.31636 3.37278 -3.67593 -0.078 -0.026 0.320
H -2.58477 0.85013 -3.87970 -0.193 0.414 -0.262
H -2.10096 1.60434 -2.35994 -0.502 0.175 0.043
H -0.94729 1.41675 -3.56443 0.141 0.026 -0.506
H -1.92379 4.13239 -5.57492 0.668 0.301 -0.490
H -3.14450 3.27752 -5.81906 -0.438 -0.648 -0.010
C -0.97740 0.81059 0.11421 -1.072 1.096 -1.493
O 0.37729 0.64192 0.37949 -0.498 0.814 1.061
C 0.56863 -0.66232 0.80074 0.776 -0.967 -0.511
C 1.95336 -0.93724 1.31394 0.678 -0.097 1.311
C 2.17826 -2.42124 1.37949 0.552 -1.286 -0.868
N 2.19257 -0.49060 2.70821 -0.233 0.730 -0.191
H -1.19566 1.87587 0.03921 0.013 0.177 0.472
H -1.71344 0.31514 0.74736 0.393 0.061 0.722
H -1.26002 0.45934 -0.87819 0.330 -0.487 -0.290
H -0.15275 -0.98746 1.55041 -0.321 0.043 0.119
H 0.44706 -1.21664 -0.12987 -0.198 -0.968 0.138
H 2.66096 -0.48075 0.62182 0.190 0.007 -0.330
H 1.97705 -2.91787 0.43030 -0.264 -0.083 -0.203
H 1.63397 -2.94690 2.16404 -0.355 0.387 0.036
H 3.21922 -2.69058 1.55830 0.255 0.352 0.193
H 1.93070 0.47414 2.85239 -0.830 0.134 -0.129
H 3.17429 -0.36518 2.90969 0.487 -0.803 -0.090
C 5.81319 -2.18929 -1.77675 0.420 -0.395 -1.773
O 4.99557 -1.22037 -2.40713 -0.496 -0.722 0.986
C 3.66907 -1.66710 -2.67193 0.134 2.371 0.982
C 2.86995 -0.35955 -2.90395 0.004 -1.942 -1.262
C 1.43225 -0.69859 -3.14741 -1.069 0.194 1.837
N 3.29372 0.21810 -4.12411 1.630 0.916 -2.209
H 5.51590 -2.63402 -0.82703 -0.231 0.904 0.526
H 6.81115 -1.75640 -1.84582 0.022 -0.160 0.770
H 5.84347 -3.07162 -2.41603 0.124 -0.326 -0.360
H 3.66309 -2.31436 -3.54892 -0.245 -0.189 -0.134
H 3.17595 -2.13162 -1.81802 0.408 -0.558 0.270
H 3.00513 0.40215 -2.13607 -0.072 -0.594 0.630
H 1.08185 -1.06160 -4.11360 0.772 -0.090 -0.230
H 0.99180 0.28581 -2.98908 -1.023 -0.318 0.177
H 1.14374 -1.44132 -2.40363 -0.771 0.251 0.286
H 2.49861 0.44175 -4.70538 -0.099 0.448 0.037
H 3.72514 -0.53301 -4.64354 0.520 0.201 -0.385
C 0.79933 -4.84763 -1.93649 1.637 -0.298 0.488
O 2.01098 -5.22126 -1.21514 -0.029 -0.253 0.293
C 2.21340 -6.62937 -0.91288 -0.804 1.012 -0.778
C 1.36756 -7.15699 0.24769 0.771 0.054 -1.052
C 1.64735 -6.42061 1.51893 -0.348 0.669 0.245
N 1.67855 -8.59448 0.38772 -0.622 0.256 -0.149
H 0.64916 -3.79054 -1.71718 -0.363 -0.134 0.435
H -0.03647 -5.48643 -1.65104 -0.146 0.237 -0.123
H 0.98972 -4.85651 -3.00970 -0.072 -0.529 -0.202
H 2.01017 -7.16619 -1.83950 -0.276 -0.422 -0.063
H 3.25279 -6.86442 -0.68367 0.312 0.776 0.011
H 0.34411 -6.93097 -0.05157 -0.394 -0.803 0.267
H 1.07611 -6.86822 2.33221 0.377 -0.129 0.162
H 1.28953 -5.39466 1.43236 0.009 0.104 -0.101
H 2.71597 -6.33556 1.71624 0.051 -0.337 0.278
H 1.52849 -9.04604 -0.50316 -0.458 -0.206 -0.227
H 2.68030 -8.68750 0.47681 0.354 0.125 0.495
C -1.76437 -1.98965 -2.80809 -0.015 0.791 0.622
O -2.01664 -2.02857 -1.37161 0.256 0.116 -2.515
C -2.86366 -3.08302 -1.02163 0.616 -0.617 0.999
C -2.65676 -3.19931 0.49931 1.191 -0.217 -0.009
C -1.32868 -3.93146 0.86902 -0.294 1.508 -0.004
N -3.74463 -3.77418 1.23104 -0.921 -0.869 -0.222
H -2.67522 -2.01474 -3.40627 -0.320 -0.040 0.235
H -1.10509 -2.76427 -3.19978 0.047 -0.473 0.503
H -1.26223 -1.04754 -3.02804 -0.099 0.029 0.231
H -3.91355 -2.97935 -1.29564 -0.335 0.786 0.057
H -2.58981 -3.99980 -1.54376 0.439 -0.393 0.001
H -2.53610 -2.17504 0.85203 0.008 0.202 -0.067
H -0.52214 -3.25414 0.58825 0.191 -0.343 -0.615
H -1.20216 -4.91721 0.42137 -0.104 0.017 0.069
H -1.18836 -3.93947 1.94992 -0.449 -0.495 0.125
H -3.78955 -4.73920 0.93642 0.174 -0.714 0.427
H -4.60817 -3.45953 0.81226 -0.437 0.629 0.178
C -0.09583 1.96226 3.91142 -0.035 0.116 -0.128
O 1.11760 2.04406 3.18410 -0.045 0.987 0.742
C 1.63471 3.38427 2.96218 0.470 -1.161 -0.107
C 2.86804 3.17272 2.02828 -0.437 1.185 0.473
C 3.47288 4.52622 1.54614 -0.583 -0.947 0.420
N 2.48982 2.44149 0.85687 -0.378 -0.482 -0.619
H -0.85282 2.52754 3.36781 -0.280 0.143 0.187
H -0.03222 2.28100 4.95184 0.299 0.617 0.024
H -0.44248 0.93501 4.02410 0.366 -0.250 -0.627
H 0.86119 4.00341 2.50784 -0.148 0.028 -0.477
H 1.89487 3.89514 3.88923 0.157 -0.249 0.360
H 3.58438 2.52186 2.52961 0.247 0.400 0.418
H 3.72748 5.23208 2.33673 0.238 -0.192 0.101
H 2.69908 5.00265 0.94418 0.053 0.084 -0.219
H 4.31736 4.27124 0.90586 0.029 0.325 0.103
H 1.57972 2.77407 0.57193 -0.163 0.327 -0.530
H 2.22878 1.50359 1.12572 0.289 -0.102 -0.008
O 5.13387 -0.19626 3.89874 0.720 -0.216 0.311
C 5.73728 -1.10910 2.97548 -1.065 -0.031 -0.095
C 5.69130 -2.56063 3.45680 0.581 -0.380 -0.807
O 6.86827 -2.97485 4.14106 -0.011 0.596 0.530
H 5.64944 -0.27279 4.70491 -0.133 0.354 0.325
H 5.09555 -0.95275 2.10841 0.235 -0.447 -0.357
H 6.75562 -0.82387 2.71141 0.117 -0.001 0.068
H 5.71453 -3.23952 2.60436 -0.526 0.158 -0.228
H 4.82058 -2.76516 4.07980 -0.285 0.176 -0.182
H 6.85761 -2.47096 4.95812 0.425 -0.189 0.343
O -4.92285 0.09861 4.57227 -0.649 0.929 -0.748
C -5.61690 -0.39845 3.39298 0.585 -1.126 1.215
C -4.70880 -0.43207 2.17444 0.025 0.160 0.687
O -4.13658 0.84624 1.86437 -0.701 -0.789 -0.253
H -4.09174 -0.36954 4.68033 -0.026 -0.325 -0.113
H -5.88328 -1.41530 3.68136 0.013 -0.483 -0.534
H -6.60017 0.05720 3.27610 0.485 0.873 0.017
H -5.26592 -0.90302 1.36456 0.123 0.587 -0.443
H -3.88742 -1.11001 2.40645 0.106 -0.327 0.039
H -3.76442 1.10422 2.71086 0.075 0.439 0.147


14
Properties=species:S:1:pos:R:3:forces:R:3 method="wB97M-V/def2-TZVPD" de_lowest_kcal_mol=153.0 smiles="C=C=CC.OO" multiplicity=1 charge=0
C -0.87122 -1.51726 1.37759 0.136 -0.261 -0.623
C -0.07437 -0.63867 0.81899 0.258 2.134 1.778
C 0.59085 0.53521 0.71286 -0.761 -1.238 0.884
C -0.05538 1.83630 0.36838 -0.096 -0.063 -0.280
H -1.20527 -2.38100 0.81753 -0.104 -0.080 0.078
H -1.21196 -1.41367 2.40024 0.117 0.032 0.031
H 1.65936 0.54771 0.89653 0.041 -0.126 -0.118
H -0.09584 2.46215 1.26655 0.085 -0.033 -0.064
H 0.51643 2.35812 -0.39914 -0.025 0.053 0.071
H -1.07250 1.69196 0.00916 0.014 -0.019 0.023
O 0.71435 -0.46627 -1.55379 -1.224 -1.430 1.394
O 0.68594 -1.29268 -2.72598 0.177 -0.226 0.102
H 0.22285 -0.94987 -0.61129 1.460 1.084 -3.606
H 0.19674 -0.77203 -3.37763 -0.078 0.171 0.328


83
Properties=species:S:1:pos:R:3:forces:R:3 method="wB97M-V/def2-TZVPD" smiles=Cl[PH2](Br)CCCCCCCCCCCCn1cccc1.c1ccncc1.c1ccncc1.c1ccncc1 energy_ha=-4802.8240 multiplicity=1 charge=0
Cl 4.43410 -1.33793 2.43835 0.005 0.082 0.108
P 5.53551 -3.05645 1.62717 0.012 0.044 0.010
Br 6.85937 -4.93942 1.05131 0.038 -0.042 -0.038
C 4.88253 -2.79208 -0.03931 -0.104 -0.199 -0.032
C 5.69081 -1.68580 -0.72849 0.150 -0.098 -0.053
C 4.99147 -1.13182 -1.97012 -0.068 -0.022 -0.101
C 3.59109 -0.56486 -1.71941 0.051 0.030 -0.010
C 3.56930 0.58598 -0.70257 0.041 0.065 -0.055
C 2.22545 0.86540 0.00887 -0.005 0.065 0.004
C 0.97181 0.29290 -0.65076 0.006 -0.018 0.040
C -0.30366 0.64380 0.11577 -0.076 0.083 -0.076
C -1.46176 -0.29716 -0.20919 0.058 0.067 -0.129
C -2.75897 0.01854 0.53637 0.003 0.032 0.219
C -3.61971 1.10265 -0.12789 0.064 0.133 0.055
C -5.13445 0.92718 0.03635 0.001 0.200 0.172
N -5.59363 -0.43670 -0.15818 0.159 -0.032 -0.077
C -6.49492 -1.09539 0.62617 -0.110 0.113 0.188
C -6.66772 -2.35827 0.12927 0.014 -0.308 -0.152
C -5.82365 -2.47542 -1.00983 -0.033 -0.058 0.054
C -5.17388 -1.27667 -1.15113 -0.036 0.141 -0.146
H 4.88029 -3.85322 2.54763 -0.008 -0.059 0.013
H 6.71360 -2.42663 1.98545 0.012 0.015 0.055
H 4.95567 -3.73760 -0.57788 -0.039 0.115 -0.017
H 3.83342 -2.52272 0.09816 0.118 0.059 -0.030
H 5.89473 -0.87787 -0.01988 -0.037 -0.040 -0.048
H 6.65587 -2.11042 -1.02643 -0.041 0.090 0.088
H 5.63282 -0.35711 -2.40461 -0.027 -0.037 0.045
H 4.92283 -1.93261 -2.71667 0.008 0.093 0.031
H 2.92609 -1.37982 -1.42123 0.038 0.071 0.054
H 3.20112 -0.20574 -2.67722 -0.057 -0.090 0.074
H 4.32380 0.40354 0.06899 -0.131 0.059 -0.076
H 3.89586 1.49329 -1.22337 0.023 -0.068 0.025
H 2.10235 1.95060 0.10069 0.016 -0.082 0.062
H 2.27747 0.48783 1.03667 -0.022 -0.042 -0.094
H 1.04087 -0.80026 -0.70231 0.001 0.104 -0.038
H 0.89295 0.66020 -1.68097 -0.021 -0.115 0.015
H -0.09844 0.60088 1.19313 -0.045 0.020 -0.060
H -0.59910 1.67532 -0.11727 0.072 -0.021 0.137
H -1.64934 -0.25046 -1.29139 -0.007 -0.123 0.067
H -1.15614 -1.32417 0.00650 0.027 0.020 -0.009
H -2.50648 0.34191 1.55511 -0.069 -0.114 -0.059
H -3.33535 -0.90221 0.64414 -0.017 0.027 -0.041
H -3.37451 1.18896 -1.19232 -0.026 -0.104 0.068
H -3.37266 2.07272 0.31604 -0.050 0.020 -0.227
H -5.66271 1.58500 -0.66168 0.099 0.025 0.060
H -5.43392 1.22959 1.04434 -0.005 -0.125 -0.072
H -6.95117 -0.61419 1.47967 0.091 -0.001 -0.104
H -7.31751 -3.11889 0.53617 0.049 0.086 -0.026
H -5.69622 -3.33378 -1.65215 -0.055 0.030 0.049
H -4.44399 -0.94999 -1.87732 -0.070 -0.037 0.046
C 7.16116 3.38135 0.43645 0.004 -0.017 -0.003
C 6.67440 2.26608 1.09833 0.007 0.005 -0.007
C 5.53148 2.40073 1.87343 -0.056 0.004 -0.001
N 4.87131 3.54808 2.01614 0.012 -0.004 -0.004
C 5.35079 4.61180 1.37599 -0.011 -0.007 -0.004
C 6.48502 4.58234 0.57775 -0.001 0.000 -0.005
H 8.05050 3.31659 -0.17736 0.001 0.000 -0.001
H 7.16768 1.30616 1.01927 0.001 -0.008 0.010
H 5.12113 1.54509 2.39742 0.010 -0.023 0.011
H 4.79722 5.53501 1.50858 0.008 0.008 -0.009
H 6.82611 5.48042 0.08105 -0.005 0.006 0.003
C -6.15286 5.56928 1.05654 0.001 -0.003 0.000
C -4.77165 5.67346 1.09945 -0.013 0.001 0.011
C -4.04363 5.28394 -0.01541 -0.001 -0.022 -0.014
N -4.59960 4.81114 -1.12860 0.008 -0.015 0.021
C -5.92705 4.71725 -1.15512 0.028 -0.046 -0.054
C -6.74622 5.08065 -0.09647 0.020 -0.003 0.026
H -6.75552 5.86407 1.90590 -0.001 0.000 0.002
H -4.26428 6.04940 1.97738 0.007 0.000 -0.001
H -2.96118 5.35202 -0.01650 0.002 0.006 0.012
H -6.35246 4.32587 -2.07306 -0.038 0.017 0.009
H -7.81984 4.97970 -0.17727 -0.002 0.000 -0.008
C -2.31932 -6.48320 -0.11440 -0.005 0.000 -0.004
C -3.06023 -5.40468 -0.56865 -0.018 -0.012 0.003
C -2.41894 -4.18809 -0.74841 0.080 0.054 0.040
N -1.12277 -3.99854 -0.50327 -0.004 -0.012 -0.008
C -0.42398 -5.04350 -0.06568 0.003 0.028 -0.006
C -0.97013 -6.30051 0.14317 -0.010 -0.013 -0.001
H -2.78471 -7.44834 0.03883 -0.003 -0.002 -0.001
H -4.11782 -5.49614 -0.77514 -0.005 0.012 0.001
H -2.97299 -3.32182 -1.09331 -0.015 0.000 0.015
H 0.62824 -4.86383 0.13012 -0.005 -0.013 -0.001
H -0.35116 -7.11237 0.50015 0.006 0.004 0.002